This record from the Open Molecules 2025 dataset describes a molecular structure, C18H19BeN4S3Te. The level of theory is ωB97M-V/def2-TZVPD.

Geometry (Å):
Be 0.043 1.491 -0.456
C -1.668 5.222 0.891
C -0.876 4.129 0.207
S -1.668 2.550 0.121
C 0.330 4.342 -0.335
C 1.029 5.673 -0.306
S 1.232 3.056 -1.155
H -2.620 4.829 1.242
H -1.879 6.055 0.215
H -1.137 5.626 1.757
H 0.377 6.474 0.045
H 1.389 5.935 -1.304
H 1.907 5.637 0.346
N 0.806 -0.332 2.868
C 0.034 0.179 1.897
N 0.731 0.641 0.889
C 2.067 0.392 1.204
C 3.234 0.648 0.490
C 4.423 0.245 1.060
C 4.465 -0.397 2.309
C 3.314 -0.648 3.028
C 2.121 -0.234 2.450
H 0.460 -0.870 3.642
H -1.041 0.209 1.946
H 3.198 1.152 -0.464
H 5.350 0.422 0.531
H 5.420 -0.709 2.711
H 3.337 -1.160 3.979
Te 0.327 -3.134 1.096
C 0.185 -5.228 1.035
C -0.326 -6.103 1.958
C -0.252 -7.469 1.564
C 0.316 -7.634 0.337
S 0.757 -6.113 -0.327
H -0.744 -5.767 2.896
H -0.607 -8.291 2.171
H 0.494 -8.555 -0.195
N -1.035 -0.064 -3.751
C -1.385 -1.146 -2.970
C -0.947 -0.857 -1.719
N -0.337 0.379 -1.736
C -0.413 0.832 -2.969
H -1.220 0.052 -4.731
H -1.880 -2.012 -3.368
H -0.977 -1.466 -0.828
H -0.048 1.796 -3.283

The energy above the lowest of the compared OMol25 structures with the same formula, charge and spin comes out at 0.000 eV. The LUMO energy is 2.56 eV. The value obtained for the energy is -2393.8830 Ha. For the HOMO-LUMO gap, the calculation gives 5.9084 eV. The spin multiplicity is 1. Its net charge is -1. The calculation puts the HOMO energy at -3.35 eV.